The following is a quantum chemistry calculation of C54H96F30N10O23S10 as an isolated structure at a distorted geometry, from OMol25.

Computed properties:
gap between HOMO and LUMO = 6.531 eV
molar mass = 2144.02 g mol⁻¹
ΔE to the lowest compared entry with this formula, charge and spin = 0.0 kcal per mole
total charge = 0
E = -309410.8058 eV
HOMO energy = -9.70 eV

Structure (XYZ):
```
223
Properties=species:S:1:pos:R:3:mulliken_charge:R:1
C 3.34 2.54 -0.99 -1.238
C 4.36 1.88 -1.89 2.527
C 5.78 1.91 -1.23 -1.441
C 5.98 0.93 -0.04 -0.277
C 5.64 -0.46 -0.57 -1.606
C 4.21 -0.67 -1.12 2.751
N 3.83 0.46 -2.00 0.929
O 2.98 0.31 -2.83 -0.329
C 3.24 -0.61 0.05 -0.516
C 3.98 -1.96 -1.84 -2.824
C 4.36 2.50 -3.26 -2.148
H 3.36 3.61 -1.14 0.616
H 3.46 2.30 0.05 -0.216
H 2.37 2.22 -1.43 -0.071
H 5.92 2.97 -0.93 0.560
H 6.49 1.55 -1.97 0.400
H 5.35 1.21 0.83 -0.080
H 7.00 1.01 0.31 0.565
H 5.78 -1.25 0.17 0.512
H 6.39 -0.72 -1.31 0.530
H 2.27 -0.58 -0.41 -0.203
H 3.37 0.30 0.59 -0.849
H 3.30 -1.52 0.62 0.836
H 2.99 -2.32 -1.79 0.147
H 4.60 -2.77 -1.39 0.334
H 4.17 -1.96 -2.90 0.670
H 4.89 1.95 -4.01 0.589
H 4.98 3.43 -3.21 0.472
H 3.39 2.76 -3.75 0.214
C -4.41 1.17 8.02 -1.808
C -3.24 1.03 7.11 1.912
C -2.84 2.36 6.59 -0.455
C -1.51 2.26 5.79 1.549
C -0.36 2.21 6.83 -1.841
C -0.56 1.07 7.85 2.080
N -2.04 0.69 8.15 0.856
O -2.28 0.07 9.08 -0.405
C 0.14 1.24 9.14 -1.842
C -0.16 -0.21 7.05 -0.838
C -3.30 -0.19 6.19 -1.393
H -5.24 1.51 7.39 0.369
H -4.19 1.88 8.83 0.459
H -4.64 0.26 8.54 0.461
H -2.61 3.11 7.42 0.605
H -3.64 2.76 5.97 -0.929
H -1.38 3.11 5.11 0.451
H -1.55 1.32 5.28 -1.277
H -0.46 3.08 7.41 0.621
H 0.63 2.06 6.36 0.392
H -0.25 2.01 9.83 0.389
H 1.22 1.53 8.90 0.357
H 0.22 0.32 9.70 0.461
H -0.54 -1.04 7.62 0.321
H 0.94 -0.33 6.95 0.820
H -0.66 -0.29 6.12 -1.042
H -2.47 -0.56 5.70 0.126
H -4.20 0.03 5.54 0.298
H -3.65 -1.05 6.75 0.488
C 3.49 -4.34 0.49 -0.712
C 2.65 -5.57 0.52 -0.878
C 1.76 -5.79 -0.77 0.348
N 1.40 -7.32 -0.83 0.665
C 0.79 -7.72 0.47 -1.217
C -0.53 -7.09 0.71 0.525
C -1.53 -7.56 -0.35 -1.133
C -1.01 -6.94 -1.66 0.380
C 0.40 -7.36 -1.97 -1.007
C 2.54 -8.15 -1.27 -1.325
H 4.34 -4.42 -0.21 0.262
H 3.98 -4.33 1.51 0.401
H 2.88 -3.47 0.30 -0.368
H 2.16 -5.63 1.48 0.240
H 3.32 -6.44 0.62 0.488
H 2.33 -5.60 -1.67 0.165
H 0.80 -5.20 -0.75 -0.096
H 1.49 -7.41 1.23 0.410
H 0.70 -8.78 0.48 0.542
H -0.55 -6.01 0.77 -0.289
H -0.77 -7.59 1.68 0.432
H -2.60 -7.38 -0.12 0.244
H -1.45 -8.66 -0.41 0.471
H -1.12 -5.85 -1.66 -0.191
H -1.54 -7.27 -2.56 0.542
H 0.89 -6.81 -2.78 0.428
H 0.36 -8.44 -2.25 0.447
H 2.26 -9.22 -1.31 0.325
H 3.32 -8.01 -0.52 0.479
H 2.92 -7.83 -2.22 0.550
C -3.55 4.84 -8.07 -1.527
C -3.10 5.22 -6.67 -0.211
C -2.18 4.21 -6.07 -1.077
N -1.56 4.68 -4.75 0.827
C -0.92 3.41 -4.17 0.064
C 0.36 2.92 -4.88 -0.203
C 1.39 4.09 -5.10 -0.304
C 0.67 5.16 -5.88 -1.229
C -0.58 5.71 -5.19 -0.356
C -2.45 5.29 -3.73 -1.410
H -4.18 5.66 -8.48 0.384
H -3.97 3.87 -8.11 0.394
H -2.67 4.85 -8.71 0.375
H -3.89 5.62 -5.99 0.432
H -2.54 6.15 -6.84 0.258
H -1.35 3.85 -6.61 0.500
H -2.71 3.30 -5.85 0.614
H -1.71 2.64 -4.24 0.939
H -0.62 3.65 -3.15 -1.140
H 0.16 2.42 -5.79 0.643
H 0.78 2.17 -4.24 -0.580
H 2.18 3.62 -5.72 0.524
H 1.82 4.42 -4.16 0.005
H 0.65 4.77 -6.90 0.393
H 1.36 6.03 -5.81 0.440
H -1.14 6.35 -5.82 0.479
H -0.22 6.16 -4.23 0.598
H -1.98 5.37 -2.76 0.079
H -3.31 4.68 -3.63 0.796
H -2.73 6.29 -4.01 0.443
C -2.40 0.27 2.68 0.004
C -1.44 1.13 1.87 0.656
N -1.31 0.72 0.37 1.274
C -2.64 0.64 -0.40 -0.306
C -0.45 1.85 -0.21 4.030
C -1.18 3.11 -0.60 -0.887
C -0.53 -0.60 0.26 0.569
C -0.52 -1.23 -1.14 -0.652
O 0.26 -0.56 -2.10 0.753
C 0.10 -0.99 -3.46 -0.523
H -3.40 0.22 2.23 0.393
H -2.61 0.76 3.62 -0.770
H -2.18 -0.74 3.01 0.344
H -0.41 1.17 2.25 -0.640
H -1.79 2.16 1.76 -0.250
H -2.35 0.83 -1.45 0.471
H -3.28 1.40 0.01 -0.362
H -3.09 -0.36 -0.27 -0.121
H 0.07 1.38 -1.06 -0.578
H 0.23 2.19 0.60 -1.517
H -1.90 3.01 -1.42 0.255
H -0.50 3.84 -0.87 -0.421
H -1.69 3.58 0.24 -0.062
H -1.01 -1.32 0.95 0.067
H 0.47 -0.44 0.59 -0.256
H -1.52 -1.40 -1.47 0.041
H -0.19 -2.25 -0.92 -0.010
H 0.79 -1.85 -3.68 0.040
H 0.46 -0.14 -4.02 -0.053
H -0.92 -1.36 -3.70 0.177
C 2.50 -3.98 -5.41 0.512
F 2.06 -2.71 -5.83 -0.256
F 2.01 -4.11 -4.20 -0.055
F 1.84 -4.87 -6.19 -0.265
S 4.38 -4.25 -5.57 0.992
O 4.56 -4.80 -6.86 -0.637
O 5.03 -3.07 -5.10 -0.578
N 4.43 -5.35 -4.44 -0.314
S 5.63 -5.68 -3.39 0.934
O 6.74 -4.78 -3.46 -0.646
O 5.05 -5.94 -2.10 -0.578
C 6.25 -7.29 -4.04 0.540
F 6.78 -7.02 -5.23 -0.203
F 7.12 -7.96 -3.26 -0.203
F 5.17 -8.13 -4.25 -0.242
C 0.66 -3.65 3.66 0.114
F 1.87 -4.17 3.50 -0.237
F 0.27 -3.31 2.43 -0.082
F -0.12 -4.61 4.24 -0.237
S 0.62 -2.17 4.79 0.821
O -0.80 -2.10 4.93 -0.632
O 1.45 -2.52 5.91 -0.666
N 1.25 -0.92 4.00 0.110
S 2.62 -0.22 4.26 1.032
O 2.82 0.18 5.63 -0.729
O 3.72 -0.90 3.64 -0.700
C 2.41 1.41 3.34 0.323
F 1.43 2.13 3.91 0.007
F 3.50 2.15 3.11 -0.225
F 1.96 1.02 2.03 0.075
C -5.96 4.09 4.57 0.542
F -7.00 4.84 4.41 -0.239
F -5.63 4.20 5.87 -0.249
F -6.30 2.77 4.42 -0.214
S -4.61 4.45 3.33 1.276
O -4.22 5.78 3.59 -0.760
O -3.63 3.44 3.64 -0.464
N -5.33 4.37 1.96 -0.579
S -5.92 3.06 1.43 0.994
O -5.14 1.92 1.75 -0.546
O -7.36 2.95 1.49 -0.693
C -5.65 3.18 -0.34 0.546
F -5.94 1.95 -0.93 -0.252
F -6.37 4.02 -1.12 -0.276
F -4.34 3.40 -0.59 -0.135
C 1.84 8.17 -0.88 0.398
F 1.63 9.01 -1.90 -0.228
F 3.06 8.37 -0.49 -0.191
F 0.97 8.55 0.10 -0.226
S 1.63 6.34 -1.24 1.044
O 0.64 6.31 -2.38 -0.739
O 2.95 5.79 -1.46 -0.763
N 0.94 5.63 -0.04 -0.254
S 1.59 5.11 1.37 0.841
O 1.56 3.69 1.55 -0.764
O 2.81 5.71 1.66 -0.663
C 0.32 5.77 2.62 0.539
F 0.32 7.12 2.38 -0.237
F -0.82 5.19 2.42 -0.151
F 0.72 5.55 3.90 -0.203
C -5.83 -2.94 -3.58 0.423
F -5.95 -3.69 -4.59 -0.202
F -6.14 -1.70 -4.00 -0.232
F -6.81 -3.30 -2.68 -0.247
S -4.15 -3.09 -2.73 1.164
O -3.73 -4.37 -3.16 -0.682
O -3.44 -1.94 -3.28 -0.593
N -4.46 -3.10 -1.19 -0.392
S -3.39 -3.39 -0.09 0.898
O -2.19 -4.04 -0.57 -0.365
O -3.29 -2.35 0.89 -0.755
C -3.98 -4.71 1.00 0.249
F -2.90 -4.93 1.77 -0.123
F -4.96 -4.42 1.84 -0.225
F -4.29 -5.81 0.31 -0.234
```